Here is one molecule with the formula C4H7FO at a distorted geometry from the OMol25 dataset. Energies are from ωB97M-V with the def2-TZVPD basis set.

Atoms and positions in Å:
C -1.85272 -0.68990 0.06101
O -1.09306 0.53813 -0.24261
C 0.23402 0.42068 -0.65889
C 1.28348 1.17912 0.21026
C 1.18087 -0.30879 0.22984
F 2.11905 -1.12425 -0.25877
H -2.19116 -0.65733 1.14048
H -2.64388 -0.87942 -0.67899
H -1.12172 -1.60923 0.01066
H 0.34384 0.45631 -1.74224
H 0.93280 1.60123 1.14613
H 2.06867 1.77075 -0.33771
H 0.73979 -0.69731 1.12084

Atoms 1-2, force components in eV/Å:
2.5169 -1.0445 0.4737
-1.2517 -0.9566 0.4608

Properties
Relative energy (zero: lowest compared OMol25 entry of this formula, charge and spin)   2.050 eV
2S+1   1
LUMO   0.0396 hartree
Calculated total energy   -9024.2214 eV
Structure (SMILES)   CO[C@H]1C[C@@H]1F

Per-atom Löwdin charges, elementary charge units:
1. C -0.065
2. O -0.169
3. C -0.272
4. C -0.006
5. C -0.332
6. F 0.039
7. H 0.095
8. H 0.076
9. H 0.111
10. H 0.153
11. H 0.104
12. H 0.126
13. H 0.140